The following is a quantum chemistry calculation of one molecule with the formula C9H12N2 in a non-equilibrium geometry, from OMol25.

```
23
Properties=species:S:1:pos:R:3:mulliken_charge:R:1
H -0.92850 2.58306 0.38956 0.1838
H 2.04487 -0.49921 -1.49024 0.2277
H 1.31475 2.90482 0.20040 0.2768
H 1.80320 -1.07594 1.46339 0.2459
H -2.17587 -2.18395 -0.52029 0.2988
H 3.27512 -0.20183 -0.02801 0.3915
C 0.38913 -1.94044 -0.05339 -0.3839
H 2.48777 -2.21676 0.33911 0.4491
C -2.78039 -0.12868 -0.16843 -0.2492
C -1.91741 -1.13303 -0.14645 -0.8215
C -1.09329 1.46738 0.29535 -1.0778
H 1.56506 0.71699 1.25864 0.2693
N 1.72630 2.04448 -0.44971 -0.7973
H -0.00923 -2.62301 0.76553 0.3196
C -0.12421 0.44837 0.14388 0.8321
C 2.24358 -0.30362 -0.33921 -0.4881
N -2.37164 1.09989 0.11541 -0.6096
H 0.49664 -2.39977 -1.14124 0.2724
C 1.73537 -1.52313 0.35470 -1.0539
C -0.51340 -0.82539 -0.00247 0.7555
H -3.80807 -0.24122 -0.49333 0.3834
C 1.35927 0.75382 0.21373 0.2726
H 2.65979 2.33464 -0.18967 0.3026
```

Values from the calculation:
Spin multiplicity ... 1
Calculated total energy ... -12505.7600 eV
Energy above the lowest of the compared OMol25 structures with the same formula, charge and spin ... 68.6 kcal per mole
Orbital gap ... 9.88 eV
HOMO level ... -9.14 eV
Charge ... 0

The following is a quantum chemistry calculation of a 12-piece molecular cluster, C15H54N12O12 overall in a non-equilibrium geometry, from OMol25.

```
93
Properties=species:S:1:pos:R:3:mulliken_charge:R:1
H 3.55830 -3.99024 0.61241 0.3130
H 2.32466 4.55659 -2.31110 0.1926
C -4.85537 0.16590 1.04898 0.7295
H -1.11347 -6.52034 1.31912 0.1462
H -2.88359 3.09577 -6.32737 0.2688
C -1.90725 5.88469 -0.10747 0.6555
N -0.13518 0.08709 -1.33290 -0.3437
H -3.14893 6.79655 -1.19898 0.2575
H 3.71280 -1.78403 -3.81975 0.2574
O -1.02891 4.69390 7.44460 -0.5285
C 2.16998 5.30635 -3.08701 -0.4304
H 5.75012 -4.77574 -0.35160 0.3200
H 1.10570 5.46892 -3.25722 0.2034
C 4.14415 -4.76332 1.10963 -1.0122
H 2.42667 4.91128 -4.06993 0.2592
O -1.67231 1.97101 -5.08106 -0.4774
N 0.69872 -0.59812 0.62761 -0.2816
H -0.39986 0.90238 -1.86707 0.1554
C -0.53760 3.47130 5.27170 -0.9835
H -5.03088 -2.25506 -3.24743 0.1896
O -5.32622 -0.94829 1.15744 -0.7123
H 1.90658 -1.80315 -6.25259 0.2380
C -3.76112 -2.02281 -4.68657 0.7218
H 5.73882 1.06122 5.09234 0.2335
H 4.54087 -6.11261 -0.49268 0.1696
C -2.76250 2.87024 -5.26786 -0.5284
H -1.50384 2.69203 6.97286 0.2613
H 0.28526 -1.50328 0.45483 0.1083
H 3.45419 2.23081 2.20534 0.1861
H 2.59985 -0.54342 -4.19098 0.3181
H -1.50163 4.70861 8.28001 0.2979
H -0.53499 -3.66872 6.26813 0.2644
H -0.29900 6.87657 0.57184 0.1763
O 0.82568 1.48665 0.20731 -0.6874
N -4.80175 1.02785 1.98645 -0.4066
H 6.21439 2.30556 3.86437 0.1667
H 3.39341 -5.47413 1.45497 0.2436
H 0.49650 3.21285 5.49958 0.3120
N -0.82859 6.01660 0.56221 -0.3887
H 3.99183 -0.86850 -5.30646 0.2935
H -3.92120 1.52018 -0.14145 0.1319
O -2.61898 4.88129 -0.00647 -0.6856
C 4.42427 1.40358 3.75276 0.7175
H 1.68249 -2.79690 -4.82261 0.2202
O -0.90816 -4.23233 -0.68452 -0.6193
H -3.60079 2.49828 -4.67879 0.2507
C 3.22353 -1.30098 -4.66554 -0.9926
C -1.30624 -4.90943 0.19094 0.6702
H -4.53659 0.00884 -0.85708 0.1318
N -0.76354 -6.05654 0.49296 -0.3867
H -1.94823 1.08923 -5.34170 0.2999
C -1.50036 3.67360 6.49891 -0.1917
O -1.48614 -5.05042 5.17383 -0.5107
H -4.20621 1.81549 1.77424 0.1867
N -4.04598 -2.16499 -3.45228 -0.3603
H 2.52358 -3.98730 -6.42574 0.3223
N 5.59023 1.61922 4.26369 -0.4017
N -4.85096 -1.75106 -5.36016 -0.4170
N -2.33831 -4.55892 0.98515 -0.3635
C -0.43431 -4.10862 5.27594 -0.4994
H -3.27438 -2.65259 -3.01986 0.2130
N -4.38278 0.62456 -0.07137 -0.3115
H -4.81311 -1.61891 -6.36076 0.2299
H -2.48353 3.85363 6.06407 0.2568
H -2.87437 -3.72223 0.80437 0.1808
H 1.12957 -0.48625 1.53422 0.1998
C 0.48586 0.40038 -0.14153 0.6906
O 3.65742 0.48473 3.91144 -0.6556
O 5.87749 -6.28761 0.95361 -0.5142
H -1.18921 -5.79691 5.69936 0.2979
H -0.38239 5.14566 0.81214 0.2523
O -2.57954 -2.07602 -5.15739 -0.7084
H -0.54402 -3.30091 4.55228 0.1888
H -0.56638 4.46802 4.83147 0.2384
O 3.00572 6.37158 -2.68223 -0.5329
C 5.10344 -5.47017 0.18474 -0.1313
H 6.78806 -6.29077 0.64957 0.3055
H -4.86195 0.59532 2.89716 0.2505
H -5.66697 -1.59735 -4.78518 0.1349
N -2.24869 6.89951 -0.75280 -0.4665
H 0.50173 -4.66629 5.24571 0.2588
H -0.34264 -0.88561 -1.50865 0.1441
H -2.05619 7.80644 -0.35216 0.2064
H -2.47531 3.81103 -4.79823 0.1799
H -0.89554 2.74932 4.53773 0.3354
C 2.43446 -2.31883 -5.45040 -0.0942
H -2.44512 -5.03209 1.87105 0.1563
H 4.91434 3.01132 2.69456 0.1162
H 3.93294 6.12292 -2.68754 0.3077
H 4.57373 -4.34734 2.02095 0.3041
N 4.23725 2.27647 2.84161 -0.3594
H 0.00774 -6.47319 -0.00866 0.2236
O 3.14881 -3.35899 -6.05707 -0.5595
```

Values from the calculation:
Spin multiplicity ... 1
Calculated total energy ... -58880.9592 eV
Energy above the lowest of the compared OMol25 structures with the same formula, charge and spin ... 79.9 kcal per mole
Orbital gap ... 9.86 eV
HOMO level ... -9.50 eV
Charge ... 0

- The highest orbital gap belongs to which entry?
  C9H12N2

- What is the charge in the first record?
  0

- Among the records above, which one has the highest calculated total energy?
  C9H12N2